# 1
The following is a DFT calculation (the ωB97M-V functional and the def2-TZVPD basis) of C48H46ClF5N7OPbSSeSi as an isolated structure.

Structure (ORCA input):
```
! RIJCOSX wB97M-V def2-TZVPD def2/J DEFGRID3
* xyz -1 1
C -3.9113 -4.2142 -4.1847
H 2.2332 -5.3063 -4.0020
H -1.8806 -4.9099 -0.8115
H 1.3707 7.1244 1.1953
C 0.0220 2.7126 -4.1351
H -4.2945 -3.4969 -3.4637
N -2.6312 -3.0291 -1.1436
H -2.2764 -4.4619 -6.3705
C 2.5589 -0.9784 2.1194
C -1.9395 -4.9861 -5.4758
H 3.6655 -4.8451 -5.9561
Si 0.3486 2.2474 0.5728
Cl 4.2460 -2.4311 -7.3243
C -1.9958 -0.6584 5.5646
C 2.5025 -1.7181 -5.3813
H -2.2326 -2.0786 -3.6439
C 1.7453 6.1148 1.3184
C 1.0197 3.3890 -2.0495
H -0.0106 -5.5838 -2.1076
N -2.7460 3.2754 3.0059
S -2.6728 4.5028 0.2103
C -1.4720 -1.2490 4.4212
C -3.6502 -1.2491 -0.7305
C 2.0166 2.1361 5.5844
H -3.5590 4.4615 5.1109
H 2.5941 -0.7052 -5.7504
F 3.8849 -1.0163 5.5357
C 3.0327 5.9114 1.7956
C -2.8876 2.6997 4.1557
F 5.8779 0.6898 6.2761
H -1.1421 -0.9349 2.3150
C -0.7674 1.8031 -3.4463
Se 0.2947 2.7787 5.3003
C -1.9339 -2.7267 -4.4665
C 2.3963 0.3828 -0.2850
H -4.2618 2.9677 5.7825
C 3.2160 -2.7509 -5.9632
C -2.4858 1.2962 4.2696
C 4.6394 1.1564 6.0421
C 0.2463 2.4724 -1.3346
H -3.4414 -4.8342 -1.6210
C 0.9165 3.5061 -3.4292
C 1.4065 3.7200 1.1383
C 4.3534 2.5023 6.1890
C -2.5126 0.6162 5.4906
H 1.7236 4.0187 -1.5170
H -1.2826 0.9686 -1.5512
H 0.0966 -5.3023 -3.8293
C 1.6448 0.0535 1.9573
H -2.3910 -5.9803 -5.4966
C -3.3602 3.4290 5.3747
C 0.9434 5.0309 0.9951
C -0.2399 -4.8593 -2.8918
C 0.5755 -3.5695 -2.6746
H 3.0676 2.5329 1.7992
C -2.3758 -4.1785 -4.2410
C 3.5013 4.6186 1.9715
H -0.0595 5.1991 0.6185
C 2.3490 0.7825 5.4537
H 4.5006 4.4524 2.3554
H 2.6417 -1.4865 3.0733
H -2.5693 3.4035 6.1288
H -0.0723 -2.7080 -2.5490
H -2.8060 7.0662 1.0161
C -2.4450 -4.3988 -1.5924
O -2.1792 -6.2136 -2.9126
C 2.6921 3.5381 1.6507
C -1.5268 -0.5324 3.2449
Pb -2.2795 1.9365 1.0608
C -1.8827 -2.2802 -0.3057
H -2.8848 1.1087 6.3757
C 1.5419 0.7577 0.7529
H 3.6667 6.7577 2.0316
C 2.2838 -4.2999 -4.4002
H -1.7524 -6.6545 -3.6538
H -0.8544 -5.0806 -5.5489
H -4.4244 -0.4997 -0.7057
C 3.3785 -1.3517 1.0624
F 1.4022 -0.1106 5.1168
N -2.0346 0.6931 3.1674
H 2.3798 0.9374 -1.2131
C -2.9214 5.1922 1.7719
N -2.5049 -1.1565 -0.0147
H -2.4295 -2.3549 -5.3660
H -0.0584 2.7930 -5.2125
H -4.3126 -3.9538 -5.1664
C -1.7867 -4.8305 -2.9437
N -3.1335 6.5432 1.8075
N -3.7736 -2.3651 -1.4115
N -2.9998 4.5952 2.9297
H -4.2682 -5.2109 -3.9212
H 1.5406 4.2210 -3.9530
C 3.1125 -4.0456 -5.4821
H 1.0715 -1.1958 -3.8950
C 3.2916 -0.6687 -0.1432
H -1.0094 -2.2252 4.4504
H 4.0929 -2.1579 1.1792
H -1.9669 -1.1843 6.5098
C 3.6224 0.2965 5.6719
C 1.6483 -1.9999 -4.3259
F 5.3314 3.3388 6.5745
H 3.9356 -0.9481 -0.9700
H -0.9460 -2.6074 0.1171
C 1.5233 -3.2870 -3.8219
H -3.0547 6.9715 2.7165
C -0.6506 1.6887 -2.0675
H -0.8595 -2.6403 -4.6225
H 1.1705 -3.6544 -1.7600
F 2.8620 4.2803 6.1372
H -1.4662 1.1762 -3.9892
H 1.0127 0.3355 2.7954
C 3.0752 2.9728 5.9640
*
```

Results
* F_max: 0.0197 Eh/bohr
* relative energy (zero: lowest compared OMol25 entry of this formula, charge and spin): 50.1 kJ/mol
* LUMO energy: 1.75 eV
* Kohn-Sham gap: 5.5 eV
* highest occupied orbital energy: -3.801 eV

---

# 2
The following is a DFT calculation (the ωB97M-V functional and the def2-TZVPD basis) of C20H46BiOP4Se as an isolated structure.

Structure (ORCA input):
```
! RIJCOSX wB97M-V def2-TZVPD def2/J DEFGRID3
* xyz 3 1
H -0.2691 -4.5562 -1.1015
C -0.6184 -3.5133 -1.1477
C 3.1789 0.2059 -6.5176
C -0.9154 3.4759 -1.2257
C 3.5628 -0.0776 -5.2070
H 2.0984 -1.4267 3.4760
P -0.0888 -2.7038 0.4111
H -5.1356 -1.6912 0.7277
C -4.1508 1.3644 0.7840
H 3.2745 0.9704 -1.7925
H -0.6201 4.5359 -1.1918
C -1.0993 3.6360 1.6777
P -3.3378 -0.1141 0.0958
H -1.7571 -1.0284 4.9940
C 1.6915 -3.0689 0.5250
H -3.7828 -1.6417 1.9122
H -0.7455 -2.2904 4.3075
C -0.8266 -3.6756 1.7603
H 4.6140 -0.2694 -4.9617
H -0.3178 -1.5782 5.8877
H -3.8551 1.4690 1.8357
O -0.5489 0.0028 2.6345
H -0.4797 2.9815 -2.1131
H -0.1759 0.5441 -6.0123
C 1.8890 -0.4764 3.9816
H 0.3411 1.4038 5.8678
P -0.2947 2.7243 0.3246
H -0.8841 -4.7266 1.4479
Se -0.1821 0.3667 -3.1292
H 2.0956 2.5616 -0.1732
H 4.6492 -0.6637 0.4385
C 0.8706 0.3987 -5.8174
C -0.1139 1.3976 4.8751
H -3.4434 0.7539 -2.1705
H -2.0129 3.3990 -1.2916
H 2.2743 -0.5298 5.0152
H 2.8716 -0.3729 -3.2144
C 3.6354 0.1103 -1.2302
P 0.1338 -0.1310 4.0002
H 2.0004 -3.0704 1.5766
H -3.3196 -0.9920 -2.1576
C 1.2599 0.1974 -4.4924
H -4.9118 -0.2278 -1.7858
H 1.4994 0.5864 -7.8334
H -2.1654 3.3804 1.7432
H -1.8359 -3.3134 1.9889
H -1.1982 1.5292 4.9536
H -0.9936 4.7099 1.4648
Bi -0.6865 0.0088 0.2578
H -5.2520 1.3226 0.7086
H 4.5378 1.1934 0.3611
C -0.7280 -1.3805 4.9021
H 1.8693 -4.0606 0.0920
C 1.4451 3.2392 0.3897
H -3.7964 2.2547 0.2479
C 1.8276 0.4133 -6.8176
C 4.2976 0.2277 -0.0814
H 1.5215 4.2503 -0.0292
H -0.2153 -3.5933 2.6668
C 2.5787 -0.1140 -4.2161
H -1.7162 -3.4975 -1.2570
C -4.0397 -1.6213 0.8450
H -0.1787 -3.0121 -2.0268
H 2.4257 0.3156 3.4450
H 3.3378 -0.8823 -1.5432
H -3.5815 -2.5047 0.3800
H 3.9295 0.2529 -7.3027
C -3.8172 -0.1466 -1.6662
H 0.2869 2.2116 4.2675
H -0.6286 3.3941 2.6404
H 0.6352 0.2375 -1.8271
H 2.2973 -2.3261 -0.0061
H 1.7898 3.2517 1.4289
*
```

Results
* F_max: 0.0406 Eh/bohr
* relative energy (zero: lowest compared OMol25 entry of this formula, charge and spin): 0.0 kJ/mol
* LUMO energy: -10.21 eV
* Kohn-Sham gap: 5.3 eV
* highest occupied orbital energy: -15.544 eV

---

# 3
The following is a DFT calculation (the ωB97M-V functional and the def2-TZVPD basis) of one molecule with the formula C6H7N3O2.

Structure (ORCA input):
```
! RIJCOSX wB97M-V def2-TZVPD def2/J DEFGRID3
* xyz 0 1
O 0.1662 -1.9076 2.2246
C -0.0486 -0.7103 -1.0007
C 0.1150 -0.4475 0.5266
H -1.9624 2.3035 0.5976
H 0.8635 -0.2772 -1.4679
H -2.4675 1.6562 -1.6826
C -1.1555 -0.0684 -1.6978
C -1.4237 1.4316 0.2435
N 2.5403 0.2322 0.1700
H -1.2450 -0.6038 -2.5983
H -0.2267 1.2214 1.8601
O 3.7592 0.2296 0.2662
C -1.8192 0.9782 -1.1014
N -0.4277 -1.5534 1.2404
H 1.9698 -1.1640 1.7405
C -0.4815 0.9060 0.9622
H 0.0691 -1.7897 -1.1717
N 1.7747 -0.4366 0.8887
*
```

Results
* SMILES: O=NN[C@@]1(N=O)C=CC=CC1
* F_max: 0.1203 Eh/bohr
* relative energy (zero: lowest compared OMol25 entry of this formula, charge and spin): 684.6 kJ/mol
* LUMO energy: -1.16 eV
* Kohn-Sham gap: 7.6 eV
* highest occupied orbital energy: -8.717 eV

---

# 4
The following is a DFT calculation (the ωB97M-V functional and the def2-TZVPD basis) of C52H60N8OPS3SbSeZr as an isolated structure.

Structure (ORCA input):
```
! RIJCOSX wB97M-V def2-TZVPD def2/J DEFGRID3
* xyz 2 1
C 3.6100 6.5280 0.1899
H -0.1225 4.7721 -0.6539
C 3.3162 -2.4235 5.1479
C -2.4614 1.8470 3.8300
H -1.6139 1.6614 -4.5552
H 3.0866 7.2937 0.7461
C -3.5171 5.3323 -1.4326
C -4.0616 -2.3259 3.6747
H 2.5535 -1.2034 8.7412
C 0.7356 0.0647 -4.3303
H 5.4834 3.8104 -1.8199
P -2.3939 -1.5632 -0.0101
C -0.5321 -1.3422 -2.8575
C -3.3781 2.8290 -4.9425
C -3.1170 -2.7606 -1.2089
C 3.0542 -0.6256 6.7369
C 5.3943 5.8844 -1.3020
H 1.2450 0.5176 -5.1668
H -3.8610 -0.6375 2.3830
C 3.5990 -2.9026 3.7485
H -3.3441 -2.2639 -2.1546
C -0.5221 4.5504 -4.1159
H -4.4788 5.8507 -1.3538
C 3.8731 4.2432 -0.4626
H -2.7980 -0.1665 -3.2896
O -0.5099 1.5354 0.7396
H -2.9829 3.8438 -4.9498
H -1.1374 0.1179 5.2651
H -0.9068 5.8980 -1.7558
C -3.7680 -3.6648 3.8856
N 3.4515 2.8738 -0.3803
C 3.3378 -1.0650 5.4481
C -3.0604 -4.3715 2.9231
C -3.6254 -0.2170 -0.1343
H -2.8192 -5.4158 3.0778
C 2.0290 -2.5192 -1.5784
C -0.1406 5.1280 -1.6900
H 0.4927 3.3490 -2.6762
S 2.1645 -0.4216 2.2473
C -0.8226 -0.5807 4.4983
H -2.7478 1.2582 4.6918
C -2.6124 3.8680 2.5660
N 0.0180 -1.9485 2.3236
H 2.5297 -5.6139 -3.0668
Se 0.3609 -3.4788 0.0809
H -1.4921 3.8945 0.7311
C 0.6746 0.4943 -3.0530
C -1.7808 3.3235 1.6048
H -4.4201 2.8702 -4.6207
C 2.1926 2.4326 -0.3577
H 1.3293 3.0805 -0.3850
H -3.3801 2.4688 -5.9763
C -3.6371 -1.6892 2.5150
C -0.9907 -0.0261 3.1274
C 2.7193 -2.9001 7.4354
S 2.0506 -3.4141 2.9095
H 1.1394 1.3898 -2.6779
H -1.1285 -2.1204 -2.4090
H -4.6252 -1.7703 4.4145
C 4.9679 4.5690 -1.2447
C -1.5957 1.2878 2.8828
N 5.5299 9.3255 -0.6830
C 1.3187 -1.8852 2.5220
H -4.6028 -0.5799 0.1836
C 2.7505 -1.5426 7.7323
C -2.5681 1.8726 -4.0649
C 3.1874 5.2122 0.2502
H -2.9695 4.8847 2.4533
H -1.3456 5.2642 -4.1890
C -3.7686 3.8866 -1.8499
H -3.3355 0.6477 0.4613
C 2.9980 -3.3368 6.1505
H 5.3553 1.8491 -0.3050
C 3.4479 -3.7796 -3.6596
C 4.7216 6.8642 -0.5761
C -2.6606 -3.7431 1.7531
H -4.0445 -3.1427 -0.7876
H 4.2230 -1.7895 -4.0434
C 2.6262 -4.5473 -2.9087
C 4.2824 1.7641 -0.3358
C 3.4699 0.6842 -0.2913
H -0.6819 3.7575 -4.8465
Sb -1.9926 2.6124 -2.0693
N 1.3032 -2.0643 -0.5394
N -0.0683 -0.3072 -2.1955
C -3.3403 0.5577 -3.9012
H -3.6684 3.5192 4.4076
H -1.3858 -1.5147 4.5881
N 2.1459 1.1100 -0.3221
N -0.5785 -0.6951 2.1046
C 1.8729 -3.9284 -1.8667
C 2.8884 -1.7513 -2.4115
H 4.0593 -2.1292 3.1363
H -3.6852 0.0909 -1.1765
H -4.3164 0.7398 -3.4392
H 3.5939 -0.3468 4.6774
H 4.0271 -4.2240 -4.4587
H 3.0188 -0.6955 -2.2485
H -4.1025 -4.1590 4.7886
C -2.9370 -2.3930 1.5376
N 0.9980 -4.5699 -1.1115
H 6.2474 6.1554 -1.9082
C -2.9855 3.1126 3.6731
H 3.0769 0.4338 6.9594
C 3.5636 -2.3758 -3.4140
H -4.2006 3.8967 -2.8474
H -5.6561 3.7879 -0.8055
H 2.4787 -3.6176 8.2092
H 0.3930 5.0838 -4.3974
C 5.1715 8.2350 -0.6309
H 4.2087 -3.8051 3.7331
H -3.5311 0.0976 -4.8771
H -2.4510 -3.6052 -1.3948
H 2.9765 -4.3981 5.9236
S -0.1289 -1.3952 -4.4945
H -3.0273 5.4103 -0.4572
C -4.7400 3.1949 -0.8935
Zr 0.2566 -0.1524 0.2056
H 3.7477 -0.3495 -0.2088
H -2.9249 5.8716 -2.1712
H -4.3153 3.0976 0.1102
C -1.2892 2.0281 1.7281
H -5.0262 2.2002 -1.2465
H 0.8205 5.6129 -1.8954
H 0.2278 -0.8272 4.6654
H 2.3425 4.9387 0.8714
H -2.1530 -4.3316 1.0003
C -0.3870 4.0019 -2.6978
*
```

Results
* F_max: 0.0210 Eh/bohr
* relative energy (zero: lowest compared OMol25 entry of this formula, charge and spin): 0.0 kJ/mol
* LUMO energy: -6.18 eV
* Kohn-Sham gap: 6.1 eV
* highest occupied orbital energy: -12.295 eV

---

# 5
The following is a DFT calculation (the ωB97M-V functional and the def2-TZVPD basis) of an isolated ion of composition C6H8N and charge +1.

Structure (ORCA input):
```
! RIJCOSX wB97M-V def2-TZVPD def2/J DEFGRID3
* xyz 1 1
C -0.4916 0.2357 -0.4071
H -1.0782 -1.5844 0.4235
C 1.7896 0.8911 -0.2664
H -1.8844 1.5813 -1.4279
C 1.7894 0.0783 0.7363
H 2.7035 1.3481 -0.6965
H 0.6223 -0.1535 2.2399
N 0.5200 1.1490 -0.4995
H 1.2880 -1.7050 1.6507
C -1.6371 0.7587 -0.9140
H -2.4579 0.0609 -0.8187
H 0.4293 -1.8073 -0.4814
C -0.1717 -1.0746 0.1538
C 0.8773 -0.7305 1.3100
H 0.2098 2.0979 -0.6972
*
```

Results
* F_max: 0.1213 Eh/bohr
* relative energy (zero: lowest compared OMol25 entry of this formula, charge and spin): 573.7 kJ/mol
* LUMO energy (alpha / beta): -5.64 / -6.57 eV
* Kohn-Sham gap (alpha / beta): 8.0 / 7.1 eV
* highest occupied orbital energy (alpha / beta): -13.616 / -13.633 eV